DFT (ωB97M-V with the def2-TZVPD basis set) results for a 2-piece molecular cluster, C2H9NO overall at a distorted geometry.

Positions of all 13 atoms, in Å:
C -1.051 0.666 -1.659
N -0.044 1.045 -0.656
H -1.764 -0.028 -1.194
H -1.512 1.538 -2.171
H -0.526 0.131 -2.499
H -0.359 1.832 -0.101
H 0.823 1.412 -1.090
C 0.812 -1.177 1.910
O 0.760 -1.387 0.484
H 1.859 -1.231 2.301
H 0.325 -0.259 2.206
H 0.289 -1.956 2.481
H 0.388 -0.586 -0.012

SMILES string: CN.CO
LUMO level (eV): 0.89
ΔE to the lowest compared entry with this formula, charge and spin (eV): 0.770
M (g mol⁻¹): 63.10
E_tot (Eh): -211.5568
Net charge: 0

Mulliken charges in e:
1 C -0.7384
2 N -0.6153
3 H 0.2651
4 H 0.3131
5 H 0.2833
6 H 0.2265
7 H 0.2279
8 C -0.5481
9 O -0.5713
10 H 0.2093
11 H 0.2343
12 H 0.2318
13 H 0.4820